# 1
C28H37N4O | ωB97M-V/def2-TZVPD

Geometry as XYZ:
```
70
Properties=species:S:1:pos:R:3:forces:R:3:nbo_charge:R:1
C 3.43929 -3.84478 1.49165 0.3 -0.2 -0.1 -0.423
C 2.54628 -3.31319 2.62429 -0.2 0.4 0.2 -0.412
C 1.10798 -3.51365 2.15293 0.1 -0.1 -0.2 -0.246
N 1.22224 -3.50844 0.67292 -0.1 -0.2 1.0 -0.293
N 0.18774 -4.06025 -0.00689 -0.9 -0.6 -0.4 -0.237
C -1.02355 -4.02055 0.41732 0.6 0.2 0.0 -0.173
C 2.52599 -4.10361 0.29708 -0.4 -0.3 -0.1 -0.212
H 4.21568 -3.12630 1.21560 0.0 -0.1 0.2 0.215
H 3.92676 -4.78077 1.78032 0.0 0.2 0.0 0.225
H 2.72057 -3.83615 3.56862 0.0 0.2 -0.1 0.229
H 2.73028 -2.24596 2.78545 0.1 -0.2 0.1 0.204
H 0.71347 -4.48211 2.51387 0.0 0.2 -0.3 0.194
H 0.40654 -2.73663 2.48075 0.3 -0.1 0.0 0.199
H -1.76066 -4.59070 -0.16130 0.3 0.5 0.1 0.200
H -1.36439 -3.44919 1.30081 0.2 -0.5 -0.3 0.160
H 2.88080 -3.63510 -0.62311 0.0 -0.1 0.3 0.187
H 2.42310 -5.18263 0.08607 -0.1 0.4 0.1 0.203
C -2.92817 4.61862 -0.87972 -0.2 0.0 -0.5 -0.423
N -1.94732 3.72651 -0.30290 0.2 0.0 0.6 -0.451
C -1.39662 3.97107 0.92377 -0.5 1.2 0.5 0.677
O -1.65152 4.93826 1.63803 0.5 -1.6 -1.0 -0.573
C -0.42218 2.82935 1.22219 0.3 0.7 0.3 -0.123
C -0.76669 2.05880 2.49736 -0.2 -0.3 0.1 -0.416
C -0.72579 2.92591 3.73359 0.1 0.0 0.1 -0.048
C -1.85807 3.01926 4.54554 0.2 0.3 -0.2 -0.197
C -1.87462 3.91498 5.61510 0.2 0.0 0.0 -0.193
C -0.73954 4.68552 5.89868 -0.1 -0.2 -0.2 -0.202
C 0.42111 4.52955 5.13068 -0.1 -0.2 -0.1 -0.211
C 0.43135 3.64405 4.04871 -0.4 0.1 0.3 -0.160
N -0.52351 2.00171 0.01697 1.3 -2.1 0.0 -0.323
C 0.14550 0.83457 -0.09186 -0.9 1.5 0.4 0.226
C 0.10354 0.00883 -1.21352 0.0 -1.2 -0.9 -0.383
C 0.78171 -1.20435 -1.34735 -0.1 1.8 -0.2 0.065
C 0.88255 -1.87953 -2.61700 -0.2 -0.3 -1.1 -0.184
C 1.97389 -2.73964 -2.91071 -0.4 0.0 0.4 -0.103
C 1.99652 -3.51067 -4.06252 0.0 0.4 0.0 -0.221
C 1.04765 -3.30376 -5.07435 0.1 0.0 0.4 0.069
C 1.13076 -4.08124 -6.34802 -0.1 -0.1 -0.3 -0.645
C 0.04110 -2.34954 -4.87227 0.0 0.1 0.3 -0.246
C -0.07916 -1.68718 -3.65604 0.4 -0.1 0.3 -0.072
C -1.47294 2.52808 -0.98281 -0.6 0.4 -0.5 0.320
C -2.64514 1.56445 -1.22968 0.0 0.0 0.3 -0.637
C -0.79533 2.92053 -2.30695 0.2 0.2 0.1 -0.641
H -3.12790 5.42841 -0.17367 0.1 -0.2 -0.1 0.266
H -2.55808 5.04250 -1.82216 -0.1 0.0 0.2 0.206
H -3.86235 4.08137 -1.08724 0.1 0.1 0.1 0.206
H 0.59414 3.26127 1.30946 -0.4 -0.2 -0.1 0.239
H -1.77483 1.62805 2.37880 0.3 0.0 0.1 0.222
H -0.05191 1.22672 2.59398 -0.2 0.1 0.0 0.210
H -2.73011 2.40923 4.29648 0.2 0.3 0.2 0.209
H -2.77757 4.01017 6.21856 0.3 0.0 -0.1 0.224
H -0.76135 5.40679 6.71676 0.0 -0.2 -0.2 0.225
H 1.32037 5.10172 5.36240 -0.3 -0.1 0.0 0.222
H 1.32213 3.51978 3.42710 -0.2 0.2 0.3 0.191
H 0.76967 0.56402 0.76725 -0.2 0.1 -0.3 0.229
H -0.47919 0.35473 -2.06986 0.5 -0.2 0.4 0.221
H 1.32415 -1.60874 -0.49546 0.1 0.0 -0.1 0.246
H 2.82048 -2.76537 -2.22165 -0.4 -0.2 -0.2 0.213
H 2.77326 -4.26488 -4.20429 -0.1 0.4 0.0 0.231
H 0.38144 -3.72414 -7.05984 0.2 -0.1 0.0 0.225
H 2.12423 -3.97750 -6.80097 -0.2 0.0 0.1 0.238
H 0.96219 -5.15224 -6.17700 0.0 0.2 0.0 0.242
H -0.65966 -2.14490 -5.68488 0.1 -0.1 0.3 0.227
H -0.92575 -1.01778 -3.49006 0.2 -0.3 -0.1 0.198
H -3.24584 1.47660 -0.31319 0.1 0.0 -0.3 0.233
H -3.26585 1.96311 -2.04225 0.1 -0.2 0.3 0.235
H -2.28990 0.57067 -1.51099 -0.3 0.2 0.0 0.224
H -0.20977 3.83853 -2.16056 -0.1 -0.3 -0.1 0.238
H -0.12794 2.13482 -2.66630 -0.1 0.2 -0.1 0.225
H -1.57127 3.10293 -3.06173 0.3 0.0 0.2 0.235
```
Positions in Å, forces in eV/Å.

As for the relative energy (zero: lowest compared OMol25 entry of this formula, charge and spin): 181.0 kJ/mol. For the calculated total energy, the calculation gives -1383.13304 Ha. As for the HOMO energy: -0.410 Ha. The HOMO-LUMO gap is 0.2432 hartree. The value obtained for the max |F| is 2.5 eV/A. Its spin multiplicity is 1. For the molecular weight, the calculation gives 445.6 g/mol. Its charge is +1.



# 2
C28H37N8OS5Sb2Tl | ωB97M-V/def2-TZVPD

Geometry as XYZ:
```
82
Properties=species:S:1:pos:R:3:forces:R:3:mulliken_charge:R:1
Tl 1.37765 -0.49792 0.13984 1.3 -0.7 1.0 1.101
C 4.40726 -0.53889 -1.71409 0.0 0.0 0.0 -1.320
C 3.46075 -1.16229 -2.68118 0.1 0.0 0.1 1.079
C 3.94490 -1.80802 -3.82607 0.1 0.0 0.0 -0.920
C 3.07874 -2.46774 -4.66410 -0.1 0.0 0.0 -0.490
C 1.72617 -2.50649 -4.33432 0.1 0.0 0.0 -0.877
C 1.31541 -1.84791 -3.18455 0.1 0.0 0.0 -0.117
N 2.15639 -1.16407 -2.40840 -0.4 0.2 -0.2 0.596
Sb -0.78165 -2.10112 -2.76829 0.0 0.1 0.0 0.539
C -1.34117 -0.06049 -2.31631 0.0 0.0 -0.1 -1.119
C -2.46748 0.38917 -3.00425 0.0 0.0 0.0 -0.547
C -2.93868 1.66898 -2.75732 0.0 0.0 0.0 -0.799
C -2.27023 2.44451 -1.83465 0.0 0.0 0.1 -0.950
C -1.13912 1.93973 -1.18274 0.0 0.1 -0.1 0.649
C -0.41899 2.78206 -0.19026 0.0 0.0 0.0 -0.343
N -0.68281 0.70477 -1.43699 -0.1 -0.2 -0.1 1.939
C -1.01302 -2.95436 -0.79899 0.0 -0.1 0.1 -0.189
C -1.72035 -4.14750 -0.78842 0.1 -0.1 0.1 -0.780
C -1.89994 -4.79433 0.43218 -0.1 0.0 -0.1 -0.666
C -1.37296 -4.22819 1.56926 0.0 0.0 0.1 -0.898
C -0.68511 -3.01013 1.48979 0.0 0.0 0.0 0.963
C -0.04656 -2.41912 2.70184 0.0 0.0 0.0 -1.117
N -0.54203 -2.39615 0.31586 -0.3 0.3 -0.3 0.794
H 5.19617 0.00156 -2.24098 0.0 0.0 0.0 0.460
H 3.91351 0.14816 -1.03128 0.0 0.0 -0.1 0.069
H 4.88053 -1.32297 -1.10395 0.0 0.0 0.0 0.079
H 5.01009 -1.79437 -4.01794 0.0 0.0 0.0 0.485
H 3.44377 -2.97048 -5.55239 0.0 0.0 0.0 0.361
H 1.01539 -3.05477 -4.94035 0.0 0.0 0.0 0.397
H -2.95700 -0.26286 -3.71703 0.0 0.0 0.0 0.471
H -3.81254 2.05031 -3.27398 0.0 0.0 0.0 0.400
H -2.60528 3.44647 -1.59679 0.0 0.0 0.0 0.450
H -0.90421 3.75489 -0.08941 0.0 0.0 0.0 0.492
H -0.36713 2.26942 0.77223 0.0 0.0 0.0 -0.483
H 0.62485 2.91812 -0.46653 0.0 0.0 0.0 -0.417
H -2.10211 -4.57143 -1.70899 0.0 0.0 0.0 0.418
H -2.43384 -5.73666 0.48191 0.0 0.0 0.0 0.351
H -1.45643 -4.71836 2.53100 0.0 0.0 0.0 0.518
H -0.70905 -2.50955 3.56753 0.0 0.0 0.0 0.350
H 0.88708 -2.95900 2.93167 0.0 0.0 0.0 0.056
H 0.21584 -1.37187 2.56106 -0.1 0.0 0.0 -0.099
S 6.14944 -2.78496 1.02646 -0.2 0.0 0.0 -0.880
Sb 4.12702 -2.14975 2.07873 0.4 -0.2 0.3 0.254
S 1.88189 1.25554 1.65771 -0.2 0.1 -0.3 -0.701
S 2.45822 -2.73660 0.17921 -0.3 0.2 -0.2 -0.453
S 3.46267 -3.79865 3.64561 0.0 0.1 -0.2 -0.889
C -1.20709 1.49544 3.87471 0.0 0.0 0.0 -0.933
N -2.33398 0.63798 3.55275 0.0 0.0 -0.1 0.329
C -3.49416 0.65630 4.40714 0.0 0.0 0.0 -0.716
C -4.14055 -0.71531 4.37867 0.0 0.0 0.0 -0.699
C -4.56062 -1.02282 2.95427 0.0 0.0 0.0 -0.662
N -3.52227 -0.67004 2.01100 0.0 0.0 0.0 0.560
C -3.68862 -1.16727 0.66440 0.0 0.0 0.0 -0.729
C -2.39354 0.07519 2.30141 0.1 -0.1 0.2 -0.135
O -1.49028 0.20636 1.49678 -0.2 0.2 -0.3 -0.337
H -0.81876 1.23439 4.86135 0.0 0.0 0.0 0.355
H -1.50762 2.55013 3.87971 0.0 0.0 0.0 0.312
H -0.41114 1.35825 3.14097 0.0 0.0 0.0 0.014
H -4.21926 1.42204 4.08627 0.0 0.0 0.0 0.266
H -3.16969 0.91698 5.41610 0.0 0.0 0.0 0.396
H -5.00444 -0.76299 5.04436 0.0 0.0 0.0 0.393
H -3.40278 -1.44890 4.71056 0.0 0.0 0.0 0.275
H -5.48689 -0.48136 2.70786 0.0 0.0 0.0 0.302
H -4.77874 -2.09165 2.84616 0.0 0.0 0.0 0.332
H -3.67879 -2.26194 0.64397 0.0 0.0 0.0 0.240
H -2.86525 -0.80395 0.05565 0.0 0.0 0.0 -0.195
H -4.63801 -0.81476 0.24368 0.0 0.0 0.0 0.428
C 3.13803 4.88892 0.67195 0.0 0.0 0.0 -0.814
C 3.97706 4.65040 -0.58658 -0.1 0.0 0.0 -0.556
C 3.21855 3.83233 -1.57995 0.2 0.0 0.1 0.360
N 3.38980 2.57063 -1.73228 -0.2 0.0 -0.1 -0.443
N 2.47971 1.98948 -2.57940 0.2 0.1 0.0 0.145
C 1.65848 2.84647 -3.07993 -0.2 -0.3 -0.1 0.190
N 0.68421 2.49822 -4.00197 0.0 0.1 0.0 -0.539
S 1.91642 4.47144 -2.55492 -0.1 0.2 0.0 -0.264
H 3.72256 5.41834 1.42589 0.0 0.0 0.0 0.394
H 2.81460 3.92983 1.08429 0.0 0.0 0.0 0.069
H 2.24998 5.48354 0.44509 0.0 0.0 0.0 0.257
H 4.86671 4.07330 -0.33434 0.0 0.0 0.0 0.282
H 4.29012 5.59698 -1.03625 0.0 0.0 0.0 0.284
H 0.51841 1.49913 -3.97453 0.0 0.0 0.0 0.307
H -0.17819 3.01226 -3.89622 0.0 -0.1 0.0 0.315
```
Positions in Å, forces in eV/Å.

For the calculated total energy, the calculation gives -4246.40926 Ha. As for the HOMO energy: 0.014 Ha. The HOMO-LUMO gap is 0.1118 hartree. The value obtained for the max |F| is 1.7 eV/A. Its spin multiplicity is 1. For the molecular weight, the calculation gives 1109.9 g/mol. Its charge is -2.



# 3
C28H38Cl36F3InNO3S | ωB97M-V/def2-TZVPD

Geometry as XYZ:
```
111
Properties=species:S:1:pos:R:3:forces:R:3:mulliken_charge:R:1
O -2.24439 0.73292 3.98686 0.7 4.4 -4.1 -0.547
S -2.35274 1.74359 2.77887 -5.7 -6.0 2.3 1.032
O -3.66281 1.29976 2.01881 4.4 2.6 1.6 -0.706
O -2.65312 3.32698 3.34085 -0.8 -1.8 -1.1 -0.497
C -0.93893 1.59825 1.56897 1.5 0.1 -1.2 -0.111
C 0.54481 1.96690 2.14978 0.8 0.6 -0.9 0.976
C 0.59097 3.03544 3.37951 0.7 0.7 0.0 -0.676
C 0.33787 2.45086 4.87624 -0.8 2.0 0.2 -0.780
In 1.08207 0.36245 5.29310 -0.7 0.1 0.5 0.981
C 0.33155 -1.22001 3.86680 -0.8 -1.1 -1.3 0.889
C 1.39244 -2.40817 3.49403 -1.3 -1.1 -0.3 -0.003
C 1.27981 -2.82256 1.87753 0.4 -1.0 0.8 -0.946
C 2.05907 -1.78002 0.88199 0.3 0.0 1.3 0.460
N 1.17336 -1.11662 -0.16402 0.2 3.5 -0.2 0.887
C -0.19968 -1.46570 -0.69383 1.6 6.3 -1.0 -0.807
C -0.51749 -0.25935 -1.75671 3.6 -1.4 3.6 -0.052
C 0.77047 0.75778 -1.80448 0.7 -4.1 3.6 -0.338
C 1.86980 0.14097 -0.72417 -6.4 -0.2 -3.2 -0.609
C 3.32350 0.46954 5.55355 2.0 0.0 0.4 -0.534
C 4.21493 -0.07193 4.29264 0.3 1.6 0.6 1.047
C 5.24416 1.11115 3.73553 -1.7 0.0 -1.2 0.090
F 6.35526 1.51695 4.62930 -1.7 -1.8 -3.1 -0.225
C 4.97756 1.65567 2.36504 0.6 -0.3 1.5 -0.017
F 3.84201 2.62869 2.19312 3.1 -4.0 -0.4 -0.188
F 5.73564 1.30225 1.14032 -1.8 2.5 3.3 -0.271
H -3.67164 3.40358 3.32406 2.1 -0.5 -0.2 0.356
H -1.24243 2.22773 0.60708 0.5 -1.2 2.3 0.383
H -0.90127 0.45709 1.22325 -0.7 2.4 1.0 -0.191
H 1.12705 2.48339 1.24278 -1.4 -1.1 1.8 0.358
H 1.14941 0.95921 2.34039 -1.5 2.2 0.0 -0.870
H 1.68412 3.51412 3.37533 -2.3 -1.1 -0.1 0.269
H -0.12893 3.94489 3.09737 1.4 -1.9 0.5 0.181
H 0.91028 3.17655 5.63195 -1.1 -1.4 -1.6 0.310
H -0.81313 2.56886 5.17111 2.5 -0.4 -0.6 0.178
H 0.41207 -0.09031 6.93753 0.2 0.1 -0.4 -0.408
H -0.08292 -0.77432 2.83987 0.9 -0.9 2.1 -0.597
H -0.62352 -1.71892 4.38149 2.3 1.3 -1.4 -0.805
H 2.49309 -2.23335 3.84723 -2.0 -0.2 -0.9 0.075
H 1.01707 -3.38370 4.07099 1.0 1.9 -1.2 0.108
H 0.12679 -2.93670 1.65898 2.4 0.5 0.3 0.191
H 1.73225 -3.91734 1.75979 -0.8 2.3 0.0 0.291
H 2.47310 -0.88571 1.55583 -1.0 -1.9 -1.4 -0.605
H 3.03665 -2.24227 0.37613 -2.4 0.7 0.9 0.242
H -0.81282 -2.39547 -0.33502 1.5 2.2 -0.8 0.281
H -1.51717 -0.16535 -2.35889 2.5 -1.3 2.6 0.430
H 0.93586 1.75007 -2.42412 -0.5 -2.5 1.4 0.266
H 2.92373 0.58475 -0.46883 -2.4 -1.5 -0.2 0.234
H 3.59916 -0.18499 6.48983 -0.4 1.4 -1.8 -0.176
H 3.70679 1.57619 5.78418 -0.9 -2.4 -0.4 0.274
H 3.58655 -0.41047 3.36633 1.2 0.8 1.6 -0.813
H 4.84056 -1.02247 4.63736 -0.8 2.2 -1.0 0.166
C 1.72152 -4.22478 -2.63778 0.4 0.4 -0.5 0.520
Cl 1.33499 -2.60711 -2.02690 1.4 -3.2 -2.2 0.037
Cl 2.11493 -5.31748 -1.29962 0.0 0.1 -0.1 -0.136
Cl 0.37342 -4.86840 -3.59068 0.0 -0.1 0.0 -0.180
H 2.59675 -4.14738 -3.28789 -0.6 -0.3 0.2 -0.258
C -2.61173 2.02329 -4.78130 0.1 0.0 0.0 0.522
Cl -3.96520 1.08487 -5.43470 0.3 0.0 0.1 -0.119
Cl -1.64514 1.03317 -3.67458 -1.0 1.7 -2.1 -0.191
Cl -1.60235 2.65546 -6.09323 -0.1 0.0 0.0 -0.038
H -3.01793 2.86931 -4.22102 0.1 -0.3 -0.3 -0.356
C -4.03356 1.49410 -9.21362 0.1 0.1 0.0 0.700
Cl -5.25090 0.20700 -9.24356 0.1 0.1 0.1 -0.136
Cl -2.58825 1.00444 -10.11403 -0.2 0.0 0.1 -0.118
Cl -4.70007 2.99622 -9.87624 0.1 -0.2 0.1 -0.134
H -3.74742 1.67338 -8.17409 -0.1 -0.1 -0.3 -0.308
C 5.58394 -5.04746 -4.91659 0.1 0.0 -0.1 0.014
Cl 4.36908 -5.33088 -6.17486 0.2 0.1 0.1 -0.122
Cl 4.89496 -4.09688 -3.58950 0.5 0.0 -0.2 -0.076
Cl 6.22474 -6.58521 -4.31298 0.0 0.2 -0.1 -0.121
H 6.40819 -4.47939 -5.35539 -0.3 -0.2 0.2 0.308
C -3.57892 -2.34723 5.72414 0.3 0.2 -0.1 0.475
Cl -4.82908 -3.35541 4.97573 0.3 0.2 0.2 -0.092
Cl -3.99731 -1.98456 7.40726 0.0 0.0 -0.2 -0.157
Cl -1.99956 -3.14541 5.63387 -0.5 -0.1 0.2 -0.112
H -3.52067 -1.40512 5.17307 0.1 -0.2 0.1 -0.131
C 3.69163 -3.09172 7.70033 -0.2 0.0 0.2 -0.091
Cl 2.94947 -1.77634 8.62682 0.1 -0.3 -0.1 -0.093
Cl 2.57289 -3.68953 6.46320 0.2 0.1 0.2 -0.059
Cl 5.20798 -2.55212 6.95927 0.0 -0.1 0.1 -0.123
H 3.91655 -3.91213 8.38663 0.0 0.3 -0.3 0.393
C -4.82025 -2.46400 -12.15766 0.0 0.1 0.1 0.316
Cl -6.17372 -3.40241 -12.81106 0.1 0.1 0.1 -0.131
Cl -3.85366 -3.45411 -11.05094 -0.1 0.2 -0.1 -0.116
Cl -3.81088 -1.83182 -13.46959 -0.1 0.0 0.2 -0.127
H -5.22645 -1.61798 -11.59738 0.2 -0.3 -0.2 0.051
C 8.61025 2.06315 7.59187 -0.3 -0.1 -0.1 0.211
Cl 9.94102 0.89468 7.53556 -0.1 0.1 0.0 -0.135
Cl 7.19319 1.35435 8.38495 0.2 0.1 -0.2 -0.102
Cl 9.11577 3.54191 8.42696 0.0 -0.1 -0.1 -0.142
H 8.33669 2.32327 6.56612 0.1 -0.1 0.3 0.171
C -7.15247 2.87660 -4.03865 0.0 -0.1 0.1 -0.057
Cl -7.03637 2.08810 -5.62112 -0.3 0.1 0.1 -0.099
Cl -5.68157 3.80309 -3.69585 -0.3 -0.1 0.1 -0.047
Cl -8.57874 3.92571 -3.96954 0.2 -0.1 0.0 -0.132
H -7.25742 2.10194 -3.27475 0.0 0.3 -0.3 0.331
C -7.94051 -6.06440 4.40056 0.0 0.1 -0.1 0.030
Cl -7.01213 -7.52281 4.01250 -0.1 0.1 0.0 -0.126
Cl -8.09183 -5.87189 6.15541 0.0 0.0 -0.2 -0.121
Cl -7.18154 -4.63406 3.68101 -0.5 -0.4 -0.1 -0.100
H -8.94286 -6.17165 3.97816 0.4 0.0 0.2 0.319
C -2.37261 6.22518 -4.82515 0.0 0.0 -0.1 0.679
Cl -2.75914 7.84285 -4.21428 0.1 -0.2 -0.1 -0.131
Cl -1.97920 5.13248 -3.48699 0.0 0.2 -0.1 -0.056
Cl -3.72071 5.58156 -5.77806 0.3 0.2 0.0 -0.060
H -1.49738 6.30258 -5.47526 -0.4 0.0 0.4 -0.353
C 1.32992 5.01353 -8.21975 0.2 -0.1 -0.1 -0.060
Cl 0.09768 5.68942 -7.14078 0.2 0.0 -0.3 -0.142
Cl 2.77994 4.56612 -7.30505 -0.2 0.1 -0.1 -0.118
Cl 0.68947 3.61225 -9.09490 0.0 0.2 0.1 -0.083
H 1.60572 5.77885 -8.94974 -0.1 -0.3 0.3 0.334
```
Positions in Å, forces in eV/Å.

For the calculated total energy, the calculation gives -18824.21866 Ha. As for the HOMO energy: -0.186 Ha. The HOMO-LUMO gap is 0.2157 hartree. The value obtained for the max |F| is 8.6 eV/A. Its spin multiplicity is 1. For the molecular weight, the calculation gives 1916.8 g/mol. Its charge is -1.